DFT (ωB97M-V with the def2-TZVPD basis set) results for a single C2H5NS2 molecule in a non-equilibrium geometry.

Last column: Mulliken charge in e.
CARTESIAN COORDINATES (ANGSTROEM)
N: -0.71736 1.18849 -0.03026  -0.41
C: -0.81310 -0.08690 0.13563  0.17
S: -2.37232 -0.50634 -0.34719  -0.39
C: 0.60734 -0.92459 0.26574  -0.48
S: 2.02853 -0.14665 -0.30443  -0.24
H: -1.72911 1.77970 0.33537  0.31
H: 0.21764 1.64290 0.14542  0.22
H: 0.72104 -1.03791 1.38180  0.27
H: 0.34416 -1.92718 0.00348  0.37
H: 1.71317 0.01847 -1.58556  0.15

## Properties
**Orbital gap**: 8.44 eV
**Highest occupied orbital energy**: -8.084 eV
**SMILES string**: NC(=S)CS
**Energy above the lowest of the compared OMol25 structures with the same formula, charge and spin**: 205.1 kJ/mol